No. 1
C32H33KN7O4S | the ωB97M-V functional and the def2-TZVPD basis

```
78
Properties=species:S:1:pos:R:3
K -0.121 0.791 0.123
C -0.187 3.623 -3.296
O 1.194 3.735 -3.605
C 2.100 3.706 -2.551
C 3.138 4.607 -2.650
C 4.141 4.657 -1.682
C 4.045 3.814 -0.596
C 2.995 2.900 -0.453
C 2.957 2.136 0.783
N 1.977 1.409 1.161
N 2.135 0.743 2.354
C 1.011 0.314 2.902
O -0.182 0.562 2.561
C 1.284 -0.607 4.063
C 0.340 -1.571 4.401
C 0.594 -2.492 5.407
C 1.793 -2.450 6.105
C 2.732 -1.474 5.791
C 2.481 -0.563 4.778
C 2.001 2.764 -1.478
O 1.101 1.850 -1.449
H -0.721 3.855 -4.219
H -0.481 4.340 -2.522
H -0.452 2.626 -2.951
H 3.158 5.272 -3.506
H 4.964 5.354 -1.775
H 4.794 3.859 0.189
H 3.823 2.262 1.445
H -0.591 -1.585 3.846
H -0.142 -3.250 5.650
H 1.995 -3.174 6.886
H 3.667 -1.437 6.339
H 3.208 0.191 4.509
C -4.882 -3.474 -0.021
N -3.519 -3.936 0.002
C -3.085 -5.243 -0.014
C -1.746 -5.230 0.023
N -1.330 -3.900 0.062
C -2.448 -3.072 0.059
S -2.622 -1.435 0.134
C 0.018 -3.493 0.125
C 1.043 -4.439 0.188
C 2.344 -3.984 0.318
C 2.592 -2.623 0.365
C 1.505 -1.773 0.237
N 0.256 -2.197 0.129
H -5.550 -4.334 -0.042
H -5.049 -2.844 -0.896
H -5.080 -2.861 0.858
H -3.766 -6.074 -0.053
H -1.065 -6.059 0.031
H 0.847 -5.500 0.142
H 3.155 -4.698 0.384
H 3.589 -2.227 0.497
H 1.646 -0.701 0.230
N -1.773 3.034 1.741
C -2.754 2.889 0.807
C -3.937 3.654 0.864
C -4.867 3.516 -0.141
C -4.626 2.623 -1.182
C -3.441 1.911 -1.152
N -2.527 2.039 -0.197
H -2.019 3.488 2.602
H -1.088 2.289 1.843
H -4.101 4.338 1.687
H -5.781 4.097 -0.119
H -5.342 2.480 -1.980
H -3.205 1.191 -1.930
C 1.638 -0.498 -3.271
C 0.347 -0.816 -3.947
C 0.164 -0.181 -5.313
O -0.521 -1.499 -3.448
H 2.428 -0.273 -3.987
H 1.933 -1.284 -2.577
H 1.461 0.425 -2.671
H 0.805 -0.700 -6.029
H 0.473 0.865 -5.278
H -0.871 -0.259 -5.641
```

E_LUMO ... 2.2 eV
HOMO-LUMO gap ... 5.8417 eV
HOMO energy ... -3.596 eV
Energy above the lowest of the compared OMol25 structures with the same formula, charge and spin ... 15.5 kcal per mole
Calculated total energy ... -2921.67816 Eh
Max |F| ... 0.04906 Eh/bohr
Net charge ... -1

Population analysis type Mulliken, resulting atomic charges in e:
1 K 1.3929
2 C -0.6277
3 O -0.5213
4 C 0.1208
5 C -0.5536
6 C -0.7568
7 C -0.7850
8 C 0.8741
9 C -1.2557
10 N 0.6627
11 N -0.7824
12 C 0.1004
13 O -0.9731
14 C 0.4255
15 C -0.4567
16 C -0.5935
17 C -0.3343
18 C -0.6142
19 C -0.2003
20 C 0.2474
21 O -0.3547
22 H 0.3065
23 H 0.3010
24 H 0.0856
25 H 0.4360
26 H 0.3479
27 H 0.3332
28 H 0.1243
29 H 0.4491
30 H 0.3720
31 H 0.3631
32 H 0.3660
33 H 0.4212
34 C -0.8597
35 N 0.2584
36 C -0.6332
37 C -0.3371
38 N 0.4324
39 C -0.3370
40 S -0.3007
41 C 0.7502
42 C -0.6388
43 C -0.8276
44 C -1.2576
45 C -0.2316
46 N 0.5842
47 H 0.3161
48 H 0.3010
49 H 0.3116
50 H 0.4124
51 H 0.3637
52 H 0.3282
53 H 0.3865
54 H 0.5550
55 H 0.3417
56 N -0.2427
57 C 0.4698
58 C -0.7710
59 C -0.2392
60 C -0.8843
61 C -0.4703
62 N 0.2564
63 H 0.2614
64 H 0.0267
65 H 0.3447
66 H 0.3611
67 H 0.3992
68 H 0.5210
69 C 0.1131
70 C 0.8146
71 C -1.3137
72 O -0.5720
73 H 0.4285
74 H 0.1702
75 H -0.4968
76 H 0.3543
77 H 0.3128
78 H 0.3175

=====

No. 2
C32H34As2N3Rh | the ωB97M-V functional and the def2-TZVPD basis

```
72
Properties=species:S:1:pos:R:3
Rh 0.413 0.215 -0.257
C -1.777 -3.449 -1.375
C -2.412 -3.823 -0.202
C -2.113 -3.149 0.968
C -1.223 -2.089 0.929
N -0.609 -1.727 -0.207
C -0.867 -2.411 -1.331
C -0.890 -1.256 2.087
C -1.106 -1.613 3.409
C -0.701 -0.743 4.406
C -0.092 0.453 4.061
C 0.075 0.757 2.721
N -0.327 -0.091 1.764
C 0.673 2.006 2.212
C 1.206 3.004 3.007
C 1.686 4.160 2.410
C 1.624 4.283 1.032
C 1.094 3.235 0.301
N 0.642 2.115 0.878
H -1.989 -3.945 -2.312
H -3.130 -4.631 -0.200
H -2.591 -3.429 1.896
H -0.312 -2.121 -2.210
H -1.575 -2.553 3.660
H -0.859 -0.996 5.445
H 0.243 1.134 4.830
H 1.233 2.895 4.082
H 2.101 4.955 3.015
H 1.964 5.180 0.533
H 1.008 3.286 -0.776
C 2.898 -1.486 2.360
As 2.623 -0.551 0.687
C 3.920 0.878 0.942
C 3.460 -1.599 -0.691
C 4.455 -2.530 -0.419
C 5.065 -3.219 -1.458
C 4.688 -2.966 -2.769
C 3.691 -2.040 -3.042
C 3.062 -1.358 -2.004
As 1.646 -0.071 -2.376
C 2.692 1.522 -2.754
C 1.113 -0.480 -4.185
H 2.458 -0.884 3.155
H 3.964 -1.586 2.555
H 2.429 -2.468 2.356
H 4.923 0.454 0.939
H 3.736 1.357 1.904
H 3.848 1.624 0.155
H 4.760 -2.724 0.602
H 5.841 -3.942 -1.245
H 5.162 -3.500 -3.582
H 3.411 -1.849 -4.071
H 3.535 1.241 -3.383
H 3.061 1.990 -1.845
H 2.062 2.229 -3.295
H 1.906 -0.132 -4.844
H 0.200 0.060 -4.415
H 0.944 -1.545 -4.327
C -1.428 1.114 -1.264
C -1.493 1.142 -2.724
C -1.114 2.276 -3.445
C -1.345 2.367 -4.810
C -1.939 1.311 -5.489
C -2.259 0.149 -4.799
C -2.031 0.065 -3.434
H -2.004 0.337 -0.777
H -1.325 2.046 -0.726
H -0.672 3.113 -2.912
H -1.078 3.270 -5.344
H -2.164 1.402 -6.543
H -2.699 -0.686 -5.328
H -2.320 -0.828 -2.893
```

E_LUMO (spin up / spin down) ... -6.2 / -6.2 eV
HOMO-LUMO gap (spin up / spin down) ... 6.4568 / 6.4583 eV
HOMO energy (spin up / spin down) ... -12.621 / -12.622 eV
Energy above the lowest of the compared OMol25 structures with the same formula, charge and spin ... 32.5 kcal per mole
Calculated total energy ... -5985.69580 Eh
Max |F| ... 0.05168 Eh/bohr
Net charge ... +2

Population analysis type Mulliken, resulting atomic charges in e:
1 Rh 0.2030
2 C -0.9437
3 C -0.7349
4 C -0.9957
5 C 0.2096
6 N 1.0093
7 C -0.8426
8 C 1.0265
9 C -1.1032
10 C -1.0431
11 C -0.7111
12 C 1.1387
13 N 0.5343
14 C -0.0571
15 C -0.9934
16 C -0.7328
17 C -1.0583
18 C -0.3047
19 N 0.8993
20 H 0.5125
21 H 0.4521
22 H 0.4425
23 H 0.4597
24 H 0.4450
25 H 0.4817
26 H 0.4603
27 H 0.4599
28 H 0.4860
29 H 0.5011
30 H 0.4065
31 C -1.5070
32 As 1.7529
33 C -1.2277
34 C -0.3151
35 C -0.8238
36 C -0.7344
37 C -0.8085
38 C -0.8883
39 C 0.4018
40 As 1.6885
41 C -1.1753
42 C -1.0890
43 H 0.4134
44 H 0.5288
45 H 0.4112
46 H 0.4764
47 H 0.4167
48 H 0.2260
49 H 0.3943
50 H 0.4299
51 H 0.4327
52 H 0.4136
53 H 0.4962
54 H 0.2443
55 H 0.3693
56 H 0.6203
57 H -0.1326
58 H 0.4817
59 C -1.7311
60 C 0.3325
61 C -0.1389
62 C -0.8354
63 C -0.5363
64 C -0.7957
65 C -0.2570
66 H 0.7454
67 H 0.8214
68 H 0.5016
69 H 0.4395
70 H 0.4084
71 H 0.4190
72 H 0.5229

=====

No. 3
C32H34Br4N4O4TeTl | the ωB97M-V functional and the def2-TZVPD basis

```
80
Properties=species:S:1:pos:R:3
Tl -1.046 -0.875 0.425
C -1.033 5.213 5.027
C -1.082 4.311 3.821
C -1.427 4.759 2.547
C -1.386 3.908 1.413
C -1.660 4.480 0.124
N -1.168 4.202 -1.063
C 0.057 3.482 -1.499
C 1.301 3.993 -0.752
C 2.553 3.276 -1.230
N 2.541 1.818 -1.009
C 3.374 0.930 -1.512
C 3.296 -0.493 -1.206
C 4.197 -1.400 -1.833
C 3.978 -2.796 -1.816
C 4.828 -3.799 -2.586
C 2.952 -3.371 -1.057
C 2.171 -2.506 -0.265
C 1.307 -3.125 0.697
N 0.182 -2.679 1.184
C -0.531 -3.593 2.120
C -1.676 -2.925 2.810
C -1.331 -1.637 3.569
N -1.308 -0.414 2.730
C -0.774 0.606 3.346
C -0.873 1.988 2.969
C -0.796 2.963 3.989
C -1.212 2.413 1.596
O -1.325 1.623 0.632
C 2.206 -1.056 -0.357
O 1.366 -0.339 0.227
H -0.657 6.236 4.719
H -0.300 4.859 5.768
H -2.037 5.335 5.511
H -1.860 5.741 2.390
H -2.350 5.294 0.221
H -1.735 4.639 -1.778
H 0.086 3.691 -2.604
H -0.165 2.420 -1.364
H 1.221 3.863 0.333
H 1.455 5.096 -0.918
H 3.470 3.659 -0.750
H 2.619 3.438 -2.345
H 1.774 1.424 -0.397
H 4.117 1.304 -2.234
H 5.052 -0.999 -2.363
H 4.413 -3.873 -3.603
H 4.694 -4.785 -2.113
H 5.862 -3.483 -2.604
H 2.829 -4.457 -0.974
H 1.590 -4.129 1.016
H 0.183 -3.983 2.872
H -0.878 -4.475 1.566
H -1.971 -3.582 3.658
H -2.504 -2.805 2.130
H -0.308 -1.765 4.007
H -2.049 -1.563 4.422
H -0.329 0.475 4.370
H -0.364 2.640 4.956
Br 1.567 -4.444 -5.815
C 0.976 -3.002 -4.724
C 1.461 -1.685 -4.929
Br 2.662 -1.420 -6.337
C 0.963 -0.624 -4.215
Br 1.368 1.199 -4.663
C -0.003 -0.775 -3.095
O -0.281 0.167 -2.361
C -0.601 -2.170 -2.991
O -1.505 -2.356 -2.178
C -0.071 -3.228 -3.832
Br -0.917 -4.940 -3.682
C -5.130 -0.529 1.261
Te -4.373 -0.931 -0.691
C -4.913 -2.996 -0.853
H -5.519 -1.459 1.684
H -5.910 0.218 1.262
H -4.284 -0.197 1.848
H -5.121 -3.228 -1.892
H -5.817 -3.154 -0.273
H -4.092 -3.613 -0.456
```

E_LUMO (spin up / spin down) ... -4.0 / -3.5 eV
HOMO-LUMO gap (spin up / spin down) ... 4.5791 / 5.8152 eV
HOMO energy (spin up / spin down) ... -8.618 / -9.297 eV
Energy above the lowest of the compared OMol25 structures with the same formula, charge and spin ... 0.0 kcal per mole
Calculated total energy ... -12495.99537 Eh
Max |F| ... 0.05279 Eh/bohr
Net charge ... +1

Population analysis type Mulliken, resulting atomic charges in e:
1 Tl 1.0534
2 C -1.4981
3 C 0.0641
4 C -0.5199
5 C 0.4578
6 C -0.8016
7 N -0.0128
8 C -0.0311
9 C -0.5056
10 C -0.9266
11 N 0.3393
12 C -0.6685
13 C 0.5333
14 C -0.7028
15 C 0.7034
16 C -1.5712
17 C -0.6879
18 C 0.2370
19 C -0.6715
20 N 0.1153
21 C -0.8697
22 C -0.8313
23 C -0.6789
24 N -0.1092
25 C -0.3240
26 C 0.5193
27 C -0.6180
28 C 0.7347
29 O -0.7153
30 C 0.7925
31 O -0.8773
32 H 0.3566
33 H 0.3763
34 H 0.2988
35 H 0.4204
36 H 0.5073
37 H 0.3276
38 H 0.3586
39 H -0.2208
40 H 0.2599
41 H 0.3677
42 H 0.4025
43 H 0.4129
44 H -0.0120
45 H 0.4906
46 H 0.4887
47 H 0.2610
48 H 0.3564
49 H 0.4257
50 H 0.3897
51 H 0.5141
52 H 0.4788
53 H 0.4326
54 H 0.4683
55 H 0.0976
56 H 0.4135
57 H 0.3604
58 H 0.2171
59 H 0.3031
60 Br -0.1164
61 C 0.2443
62 C 0.3027
63 Br -0.1344
64 C 0.1770
65 Br -0.1402
66 C 0.0371
67 O -0.4682
68 C 0.2153
69 O -0.5175
70 C -0.3208
71 Br -0.1226
72 C -0.8449
73 Te 0.3849
74 C -1.0489
75 H 0.3295
76 H 0.4167
77 H 0.0633
78 H 0.3724
79 H 0.4118
80 H 0.2771